{"formula": "C5H6N4O2S", "method": "wB97M-V/def2-TZVPD", "species": ["C", "N", "H", "C", "C", "N", "S", "N", "O", "O", "H", "C", "H", "H", "C", "N", "H", "H"], "positions_angstrom": [[-0.113641, -0.365913, -0.984910], [2.698468, 1.295975, 5.588597], [-1.128601, -0.691577, -1.220297], [-0.071176, 1.163959, -0.951484], [1.428791, -1.528692, 0.801452], [-0.498502, -0.869677, 1.416035], [1.920330, -1.538804, 5.010794], [1.378359, -1.809287, 2.081416], [0.446979, -1.421575, 5.023751], [2.504151, -2.260553, 6.124076], [-0.364443, 1.563729, -1.918096], [2.398490, 0.216000, 5.377664], [-0.755748, 1.539921, -0.194505], [-0.115707, -1.413436, 3.408292], [0.267372, -0.922484, 0.332711], [0.181393, -1.405746, 2.417316], [0.565197, -0.745241, -1.749106], [0.931369, 1.515915, -0.719824]], "forces_ev_per_a": [[-0.16, 0.27, 0.00], [0.26, 0.96, 0.19], [0.07, -0.06, -0.09], [-0.05, -0.15, -0.12], [0.96, -0.33, 0.17], [-1.21, 0.36, 0.61], [-1.48, 1.41, 2.23], [0.87, -0.22, -0.44], [1.47, -0.27, -0.20], [0.39, -0.10, -0.80], [-0.02, 0.12, -0.08], [-0.33, -2.11, -0.80], [-0.01, 0.06, 0.04], [-0.10, 0.07, -1.07], [0.33, -0.54, 0.80], [-0.98, 0.54, -0.49], [-0.07, -0.07, 0.03], [0.07, 0.06, 0.03]], "lowdin_charge": [-0.207, 0.130, 0.112, -0.100, 0.052, 0.115, 0.869, 0.004, -0.372, -0.309, 0.068, -0.277, 0.072, 0.093, -0.337, -0.096, 0.110, 0.074], "homo_lumo_gap_ha": [0.2226, 0.3249], "charge": 0}


{"formula": "C2H6N2O3", "method": "wB97M-V/def2-TZVPD", "species": ["N", "O", "O", "H", "H", "H", "H", "H", "N", "C", "C", "O", "H"], "positions_angstrom": [[-0.352693, 0.550627, -0.381243], [0.577520, 1.009531, -1.398128], [1.701336, -1.516868, 0.166300], [-0.852988, 1.421736, 1.613272], [-1.727087, -1.052543, -0.246889], [-0.337553, -1.385571, -1.306613], [-1.623764, -0.291002, -1.830897], [0.422992, 1.970185, -1.372919], [0.298226, 0.256872, 0.804028], [1.274042, -0.706076, 0.980689], [-1.030106, -0.608934, -0.966544], [-0.014866, 1.038500, 1.926675], [1.664940, -0.686458, 2.012269]], "forces_ev_per_a": [[0.20, 0.01, 0.18], [-0.51, 0.44, 0.86], [-1.01, 1.41, 0.59], [0.12, 0.05, 0.45], [0.27, 0.27, 0.08], [0.06, 0.23, 0.17], [0.24, 0.21, 0.26], [0.20, -0.40, -0.15], [0.90, -1.53, -1.13], [0.48, -0.69, -0.11], [-0.36, -0.59, -0.37], [-0.38, 0.39, -0.77], [-0.22, 0.18, -0.06]], "lowdin_charge": [-0.179, -0.010, 0.024, 0.112, 0.094, 0.083, 0.087, 0.103, -0.158, -0.265, -0.052, 0.021, 0.140], "homo_lumo_gap_ha": 0.3735, "charge": 0}


{"formula": "C8H10EuO6P", "method": "wB97M-V/def2-TZVPD", "species": ["H", "O", "H", "C", "H", "H", "Eu", "P", "O", "H", "H", "H", "C", "H", "H", "O", "H", "C", "O", "O", "C", "C", "O", "C", "C", "C"], "positions_angstrom": [[0.871682, 0.055446, 4.249577], [3.381077, -1.260547, -3.663609], [-2.125575, 1.344769, 2.742049], [-1.181782, -1.028808, -2.573931], [-0.590904, -0.904022, 4.113059], [1.870661, 1.583261, 1.941387], [0.746497, -1.723769, -1.038198], [-0.089728, 0.226789, 2.055652], [-0.042623, -4.331436, -3.683787], [0.489001, 2.319680, 1.043135], [-2.409441, -0.339967, 2.278120], [-2.140923, 0.923002, 1.014420], [0.119985, -3.476704, -2.935926], [0.924312, -1.497547, 3.351787], [0.571556, 2.425990, 2.822452], [0.298189, -0.691648, 0.894980], [0.652450, 0.280339, -1.976612], [0.791585, 1.788263, 1.955940], [-2.299969, -0.632734, -2.498269], [-0.803379, 3.872397, -2.885389], [-1.853556, 0.570366, 2.014297], [0.085519, -0.138671, -2.946154], [0.418016, -0.056318, -4.122422], [2.586502, -1.444684, -2.857671], [0.319872, -0.610809, 3.580788], [-0.589022, 2.747361, -2.875673]], "forces_ev_per_a": [[0.06, -0.11, -0.12], [-2.80, -0.68, 2.84], [0.21, -0.11, -0.09], [-0.07, 0.31, 2.66], [0.13, -0.10, -0.17], [-0.22, 0.14, -0.04], [-1.43, -0.55, 1.03], [-0.73, 1.24, 1.53], [0.20, 2.94, 2.35], [0.14, -0.09, 0.21], [0.11, 0.20, -0.21], [0.02, -0.13, 0.23], [0.18, -3.05, -2.30], [-0.13, 0.24, 0.18], [-0.04, -0.24, -0.17], [0.63, -1.30, -2.56], [0.25, 0.29, -1.10], [0.12, -0.14, -0.18], [0.99, -0.33, -0.71], [0.56, -3.05, -0.04], [-0.03, -0.14, -0.08], [-1.20, 1.03, -4.45], [0.27, -0.11, 3.74], [3.37, 0.62, -3.00], [0.00, -0.02, 0.31], [-0.60, 3.12, 0.13]], "lowdin_charge": [0.076, 0.190, 0.085, -0.347, 0.075, 0.074, 1.831, 0.622, 0.170, 0.067, 0.077, 0.069, -0.048, 0.069, 0.086, -0.592, 0.062, -0.150, 0.110, 0.084, -0.146, -0.455, 0.101, -0.038, -0.138, 0.066], "homo_lumo_gap_ha": [0.1425, 0.2244], "spin_multiplicity": 7, "charge": 2, "s_squared": 12.0942}


{"formula": "C7H12N4", "method": "wB97M-V/def2-TZVPD", "species": ["C", "C", "N", "C", "H", "C", "N", "N", "H", "H", "C", "H", "H", "H", "H", "C", "H", "C", "H", "N", "H", "H", "H"], "positions_angstrom": [[1.930564, -1.317077, -0.439704], [2.276731, 0.732129, -1.771233], [-0.617620, 1.268970, 1.927288], [2.843546, -0.368642, -1.079144], [2.319076, -2.380321, 0.079781], [-1.609173, 0.716556, 0.999932], [-1.465190, -0.632518, 1.488825], [-1.321558, 0.622045, -0.452742], [-2.641662, 1.240308, 1.020305], [3.918451, -0.795656, -1.349300], [1.011761, 1.136505, -1.332768], [-0.461617, -1.049989, 1.249803], [-1.998671, 1.071129, -1.253864], [0.547593, 2.035218, -1.975325], [-0.168385, -1.758965, 0.063584], [0.528370, -0.949410, -0.255093], [-3.317225, -1.645927, 1.426356], [0.133976, 0.322653, -0.778752], [0.261464, 1.089269, 1.480446], [-2.424719, -1.535272, 1.023447], [-0.652700, 2.258799, 1.422328], [-2.438169, -1.400622, 0.037861], [2.740786, 1.637881, -2.169126]], "forces_ev_per_a": [[-0.19, -0.18, 1.44], [0.53, 0.74, 3.22], [-0.95, 5.84, -3.29], [0.46, -2.69, -1.66], [-0.98, 3.17, -1.77], [-0.03, -1.97, -0.12], [-0.96, -1.95, 1.93], [0.52, 1.79, -3.47], [1.61, -1.27, 0.74], [-2.30, 1.31, 0.85], [-0.59, 3.20, -4.97], [-3.36, 1.94, 1.62], [2.74, -1.09, 3.01], [1.06, -1.59, 2.04], [0.82, 0.69, -1.00], [3.44, -1.08, -2.12], [-0.63, 0.56, 1.00], [-5.04, -3.10, 3.41], [1.11, -1.08, 0.13], [2.33, -0.81, -1.47], [0.33, -1.09, 2.19], [-0.89, -0.25, -1.11], [0.98, -1.11, -0.60]], "lowdin_charge": [-0.057, -0.096, 0.045, -0.096, 0.157, -0.480, -0.180, -0.005, 0.165, 0.130, -0.114, 0.103, 0.181, 0.159, 0.105, -0.072, 0.055, -0.285, 0.034, -0.011, 0.121, 0.039, 0.102], "homo_lumo_gap_ha": 0.3251, "charge": 0}